[1]
Below is a molecular structure, C3HN2O3S in a non-equilibrium geometry, with properties calculated with wB97M-V/def2-TZVPD.

Last column: Mulliken charge in e.
Positions of all 10 atoms, in Å:
C 4.56163 -0.30702 0.07831  0.335
C -0.56703 0.05645 -0.66958  0.097
C 1.10490 -0.90797 -0.49945  0.774
N 4.56104 0.80688 0.44311  -0.160
N -0.39599 -1.11913 -1.14165  -0.380
O 2.06004 -1.64620 -0.50591  -0.452
O 3.99984 -2.48557 1.19407  -0.186
O 0.77624 0.29656 -0.13581  -0.250
S 4.17090 -2.03599 -0.10777  0.807
H -1.18284 0.80816 -0.70297  0.416

## Properties
Highest occupied orbital energy   -15.620 eV
Charge   +1

---

[2]
Below is a molecular structure, C15H3Cl5CoF6N2O9S2 in a non-equilibrium geometry, with properties calculated with wB97M-V/def2-TZVPD.

Last column: Mulliken spin population.
Positions of all 43 atoms, in Å:
Co 1.17100 -0.75723 -1.71650  2.765
O 2.88410 -3.97677 0.10992  0.005
C 2.21575 -3.17679 -0.53003  -0.005
O 2.61122 -2.29420 -1.37719  0.077
C 0.66921 -3.20998 -0.40086  0.009
C -0.14750 -3.90757 0.46876  0.000
C -1.52652 -3.73817 0.33257  0.001
C -2.05962 -2.95589 -0.68928  0.002
C -1.16796 -2.29962 -1.51725  0.003
N 0.13083 -2.42471 -1.31641  0.066
C -1.41393 -1.41915 -2.77132  -0.008
O -2.51191 -1.44530 -3.30124  0.006
O -0.34737 -0.80892 -3.13954  0.059
H 0.28131 -4.54958 1.22552  0.000
H -2.19611 -4.22908 1.02853  0.000
H -3.12218 -2.83625 -0.84818  0.000
Cl 5.58813 3.44333 1.94900  0.053
C 4.48620 2.24472 1.44971  0.251
C 4.07377 2.19269 0.10290  -0.073
Cl 4.67974 3.32784 -1.02692  -0.008
C 3.18137 1.23405 -0.29964  0.159
Cl 2.68185 1.10951 -1.94058  0.050
C 2.59808 0.30711 0.63035  0.079
O 1.72978 -0.51939 0.29944  0.369
C 3.06718 0.37208 1.98982  0.173
Cl 2.42957 -0.76763 3.07639  0.047
C 3.99493 1.31351 2.38090  -0.079
Cl 4.54498 1.35340 4.00365  -0.011
F -0.56893 2.32785 1.92564  0.000
C -0.44951 2.72873 0.65856  0.003
F 0.87561 2.66938 0.34847  0.001
F -0.79962 3.99919 0.55676  0.000
S -1.35478 1.55017 -0.52177  -0.001
O -0.24574 0.68948 -0.87851  0.006
O -1.89987 2.36444 -1.55680  0.001
N -2.37818 0.71416 0.33151  0.001
S -3.61724 1.55500 0.88944  0.000
O -3.28175 2.93502 1.09952  0.000
O -4.28961 0.84190 1.92862  0.000
C -4.87808 1.52874 -0.49702  0.000
F -4.71057 2.49400 -1.38874  0.000
F -4.82580 0.34361 -1.10575  0.000
F -6.10181 1.67629 0.03756  0.000

## Properties
Highest occupied orbital energy (spin up / spin down)   -6.375 / -6.531 eV
Charge   -1
Spin multiplicity   5

---

[3]
Below is 2 unconnected molecules or ions with the total composition C4H8O, with properties calculated with wB97M-V/def2-TZVPD.

Last column: Mulliken spin population.
Positions of all 13 atoms, in Å:
C -0.59323 -0.21333 1.50616  0.119
C -1.70007 -0.30610 0.75600  0.038
H -0.22182 -1.11111 1.97936  0.002
H -0.14246 0.74027 1.75362  0.001
H -2.23460 -1.23567 0.65896  0.001
H -2.25671 0.55997 0.40566  0.001
O 1.18053 -1.55422 -0.74885  0.647
C 0.63031 -0.52871 -1.00598  -0.051
C 1.30155 0.82343 -0.98646  0.114
H -0.44078 -0.54718 -1.33149  0.129
H 1.93762 0.91404 -0.11376  0.003
H 0.53300 1.58010 -1.05630  0.001
H 2.00665 0.87852 -1.81693  -0.004

## Properties
Highest occupied orbital energy (spin up / spin down)   -15.530 / -15.048 eV
Charge   +1
Spin multiplicity   2